i:
The following is a DFT calculation (wB97M-V/def2-TZVPD) of a gas-phase ion, C5H10NO (charge +1).

Summary:
SMILES ... [NH3+]/C=C\CCC=O
LUMO energy ... -4.133 eV
Highest occupied orbital energy ... -13.487 eV
HOMO-LUMO gap ... 9.4 eV
Net charge ... +1

Cartesian coordinates (Å):
O 2.12248 -0.36684 -0.14932
C 1.99482 0.60630 -0.85645
C 0.92590 1.62893 -0.55515
C -0.49637 1.04191 -0.60574
C -0.54754 -0.46089 -0.47279
C -1.20339 -1.33572 0.28772
N -1.01407 -1.42672 1.77006
H 2.56929 0.63181 -1.79609
H 1.01689 2.43126 -1.28651
H 1.20939 1.98993 0.43709
H -0.84845 1.20226 -1.62641
H -1.16853 1.60295 0.03803
H -0.14929 -0.89488 -1.38923
H -1.52205 -2.28687 -0.11860
H -0.04226 -1.69117 1.94301
H -1.15805 -0.55287 2.28603
H -1.68878 -2.11938 2.09436

Löwdin charges in e: 0.04, -0.24, -0.14, -0.15, -0.08, -0.07, 0.21, 0.14, 0.12, 0.13, 0.13, 0.12, 0.13, 0.12, 0.18, 0.18, 0.17



ii:
The following is a DFT calculation (wB97M-V/def2-TZVPD) of a gas-phase ion, C5H10NO (charge +1).

Summary:
SMILES ... C/[NH+]=C/C(C)=C/O
LUMO energy ... -4.785 eV
Highest occupied orbital energy ... -13.355 eV
HOMO-LUMO gap ... 8.6 eV
Net charge ... +1

Cartesian coordinates (Å):
C 0.51074 -0.34990 0.51049
C -0.85482 0.06072 0.36973
C -2.00128 -0.38342 1.10124
C -1.06923 0.93636 -0.85368
C 2.73987 -0.48289 -0.38148
N 1.41365 0.07590 -0.30967
O -3.13593 0.23377 0.77597
H 0.72128 -1.11321 1.22762
H -1.76143 -1.16190 1.78184
H -1.81450 1.73160 -0.85985
H -1.26321 0.23054 -1.67778
H -0.09856 1.43408 -1.10300
H 2.70073 -1.59247 0.03005
H 3.10816 -0.45340 -1.31373
H 3.41698 -0.03313 0.28612
H 1.38599 0.95393 -0.81393
H -3.99844 -0.08658 1.23007

Löwdin charges in e: -0.01, -0.20, -0.04, -0.03, -0.01, 0.01, 0.08, 0.15, 0.13, 0.10, 0.11, 0.07, 0.15, 0.06, 0.09, 0.15, 0.20



According to the calculations, the structures order from most to least stable as ii, i.



i:
The following is a DFT calculation (wB97M-V/def2-TZVPD) of a gas-phase ion, C5H10NO (charge +1).

Summary:
SMILES ... C[N+]1=CCC[C@@H]1O
LUMO energy ... -4.237 eV
Highest occupied orbital energy ... -15.014 eV
HOMO-LUMO gap ... 10.8 eV
Net charge ... +1

Cartesian coordinates (Å):
C 0.48232 0.51977 -1.06468
C 1.69943 0.55124 -0.23173
C 1.28744 -0.23809 1.05494
C -0.36137 -0.36460 0.87785
C -1.94125 0.31363 -0.93773
N -0.56760 0.21167 -0.43338
O -0.68260 -1.68774 0.71762
H 0.47879 0.83214 -2.15476
H 2.61998 0.04817 -0.61046
H 1.87731 1.60622 -0.24036
H 1.74660 -1.15492 1.14865
H 1.56568 0.32374 1.99408
H -0.95337 0.25419 1.65872
H -2.37849 -0.59349 -1.34131
H -1.83780 0.85548 -1.92376
H -2.42655 0.73152 -0.03771
H -0.60852 -2.20894 1.52402

Löwdin charges in e: 0.03, -0.09, -0.02, -0.30, 0.05, -0.08, 0.05, 0.19, 0.15, 0.13, 0.08, 0.14, 0.19, 0.11, 0.13, 0.12, 0.13



ii:
The following is a DFT calculation (wB97M-V/def2-TZVPD) of a gas-phase ion, C5H10NO (charge +1).

Summary:
SMILES ... C=[N+](/C=C/C)OC
LUMO energy ... -5.049 eV
Highest occupied orbital energy ... -14.366 eV
HOMO-LUMO gap ... 9.3 eV
Net charge ... +1

Cartesian coordinates (Å):
C 1.98903 -0.06038 0.80958
C -1.09630 0.74853 -0.81395
C 0.06066 0.99330 -0.21181
C -1.73477 1.72284 -1.66011
C 0.39528 -2.25008 1.21014
N 0.72238 -0.06189 0.55193
O -0.17118 -1.05433 0.88610
H 2.43066 -0.70206 1.56758
H 2.72679 0.85602 0.54455
H -1.68528 -0.13392 -0.49871
H 0.67715 1.77599 -0.41480
H -2.35389 2.50042 -1.19361
H -0.99367 2.28644 -2.19427
H -2.36259 1.17296 -2.37399
H -0.45546 -2.91377 1.40557
H 0.95628 -2.28378 2.05363
H 0.89493 -2.59627 0.33218

Löwdin charges in e: 0.19, -0.08, 0.00, -0.07, -0.05, -0.10, -0.05, 0.11, 0.19, 0.14, 0.10, 0.11, 0.09, 0.10, 0.14, 0.07, 0.12



iii:
The following is a DFT calculation (wB97M-V/def2-TZVPD) of a gas-phase ion, C5H10NO (charge +1).

Summary:
SMILES ... C=CC[C@@H]([NH3+])C=O
LUMO energy ... -3.731 eV
Highest occupied orbital energy ... -14.151 eV
HOMO-LUMO gap ... 10.4 eV
Net charge ... +1

Cartesian coordinates (Å):
O -0.52668 -2.03399 -0.00346
C -0.20089 -1.15316 -0.75272
C 0.93145 -0.18160 -0.40780
C 0.52074 1.26841 -0.62665
C -0.94923 1.51838 -0.37048
C -1.60924 1.27213 0.74000
N 1.34804 -0.62076 0.99771
H -0.63832 -1.02837 -1.75435
H 1.80467 -0.48766 -0.98961
H 1.10935 1.88931 0.06329
H 0.72465 1.45656 -1.68070
H -1.42370 1.95478 -1.24154
H -1.05339 0.98584 1.61997
H -2.66432 1.44759 0.80978
H 2.32820 -0.89448 0.94177
H 1.31155 0.00167 1.80609
H 0.76208 -1.45734 1.17895

Löwdin charges in e: 0.10, -0.17, -0.22, -0.13, -0.18, 0.04, 0.23, 0.16, 0.16, 0.14, 0.13, 0.11, 0.07, 0.08, 0.17, 0.17, 0.14



According to the calculations, the structures order from most to least stable as i, iii, ii.



i:
The following is a DFT calculation (wB97M-V/def2-TZVPD) of a gas-phase ion, C5H10NO (charge +1).

Summary:
LUMO energy ... -5.241 eV
Highest occupied orbital energy ... -13.158 eV
HOMO-LUMO gap ... 7.9 eV
Net charge ... +1

Cartesian coordinates (Å):
C 2.97359 0.32278 -0.19531
C 1.00209 -0.62051 0.84291
C -0.23428 -0.61173 -0.22801
C -2.19316 0.96838 -0.35937
C -1.61740 -0.30609 0.05352
N 2.12447 -0.23091 0.75819
O -2.29675 -1.14910 0.72324
H 3.65458 -0.40821 -0.50661
H 2.47378 0.78320 -1.08835
H 0.60900 -1.25696 1.59544
H 3.53711 1.08298 0.37836
H -0.19917 -1.59936 -0.58172
H 0.15738 -0.01198 -1.04471
H -2.63955 0.93715 -1.30843
H -1.28940 1.64399 -0.42675
H -2.83874 1.35491 0.47458
H -3.22356 -0.89856 0.91302

Löwdin charges in e: -0.08, -0.10, -0.04, 0.04, -0.29, 0.02, 0.23, 0.08, 0.10, 0.11, 0.11, 0.13, 0.12, 0.10, 0.14, 0.14, 0.18



ii:
The following is a DFT calculation (wB97M-V/def2-TZVPD) of a gas-phase ion, C5H10NO (charge +1).

Summary:
LUMO energy (alpha / beta) ... -4.849 / -4.841 eV
Highest occupied orbital energy (alpha / beta) ... -11.830 / -11.475 eV
HOMO-LUMO gap (alpha / beta) ... 7.0 / 6.6 eV
Net charge ... +1

Cartesian coordinates (Å):
C -1.22957 0.91159 -0.04081
C -0.72372 -1.21565 -2.33503
C 0.12496 0.80476 0.66097
C -0.86896 1.05413 -1.53735
C 1.66948 -0.59806 2.04323
N 0.50312 -0.31493 1.23825
O -0.71762 0.11088 -2.38368
H -1.74589 -0.08641 -0.06518
H -1.76599 1.84938 0.24164
H -0.49195 -1.66415 -3.32247
H -0.80250 -1.62371 -1.27379
H 0.82790 1.65361 0.69144
H -0.80267 2.02597 -1.89884
H 1.44900 -1.52362 2.48346
H 2.74635 -0.44187 1.52550
H 1.90506 0.19091 2.82608
H -0.07699 -1.13285 1.14657

Löwdin charges in e: -0.09, 0.05, 0.02, -0.14, -0.04, 0.01, -0.06, 0.13, 0.15, 0.10, 0.09, 0.17, 0.11, 0.07, 0.16, 0.12, 0.15



According to the calculations, the structures order from most to least stable as i, ii.



i:
The following is a DFT calculation (wB97M-V/def2-TZVPD) of 3 unconnected molecules or ions with the total composition C5H10NO.

Summary:
LUMO energy ... -3.387 eV
Highest occupied orbital energy ... -14.604 eV
HOMO-LUMO gap ... 11.2 eV
Net charge ... +1

Cartesian coordinates (Å):
C -0.11108 1.16783 0.67429
C 0.25855 1.03765 -2.01507
C -0.48173 0.11581 1.75218
C -1.01286 0.83052 -1.77026
C -0.04689 0.55253 -0.66759
N 0.39651 -0.97679 -0.76297
O -1.02824 -0.87819 1.44230
H -1.01767 1.76759 0.64801
H 0.77383 1.76528 1.09215
H 1.01469 1.39752 -2.73103
H 0.60802 -2.18194 2.12450
H -0.24274 0.51162 2.68476
H 1.42555 -2.31211 1.99328
H -2.06177 0.77265 -2.17220
H -0.06398 -1.47724 0.05109
H 1.38643 -0.93424 -0.52491
H 0.20339 -1.15848 -1.81854

Löwdin charges in e: -0.06, 0.04, -0.24, 0.08, -0.38, 0.22, 0.03, 0.14, 0.16, 0.14, 0.05, 0.12, 0.08, 0.15, 0.11, 0.15, 0.20



ii:
The following is a DFT calculation (wB97M-V/def2-TZVPD) of 2 unconnected molecules or ions with the total composition C5H10NO.

Summary:
LUMO energy (alpha / beta) ... -6.430 / -6.435 eV
Highest occupied orbital energy (alpha / beta) ... -14.491 / -14.492 eV
HOMO-LUMO gap (alpha / beta) ... 8.1 / 8.1 eV
Net charge ... +1

Cartesian coordinates (Å):
C -0.38099 0.72377 -0.54932
C 0.28205 1.97891 -0.81304
C 1.72950 2.05803 -0.91974
C -0.22465 -2.06776 -0.92031
C -0.80059 -1.51635 1.32278
N -0.01778 -1.26946 0.19622
O -0.42233 1.05273 -1.75578
H -0.15060 2.91080 -0.68966
H 2.20544 1.92712 0.12167
H 2.00631 3.08995 -1.26248
H 2.29221 1.42026 -1.65230
H -1.23974 -2.27105 -1.23696
H 0.28868 -3.04712 -0.46723
H 0.58868 -1.90048 -1.76846
H -2.01584 -1.58443 1.12080
H -0.65533 -0.77942 2.07669
H -0.55400 -2.52664 1.73139

Löwdin charges in e: 0.11, -0.21, -0.04, -0.13, -0.14, -0.07, 0.18, 0.13, 0.14, 0.11, 0.12, 0.10, 0.18, 0.15, 0.17, 0.08, 0.13



iii:
The following is a DFT calculation (wB97M-V/def2-TZVPD) of a gas-phase ion, C5H10NO (charge +1).

Summary:
SMILES ... C=CC[C@H]([NH3+])C=O
LUMO energy ... -3.865 eV
Highest occupied orbital energy ... -13.051 eV
HOMO-LUMO gap ... 9.2 eV
Net charge ... +1

Cartesian coordinates (Å):
O -2.10533 1.20052 0.44610
C -1.20012 0.43251 0.61379
C -0.39777 -0.12310 -0.57430
C 1.09525 -0.16737 -0.48856
C 1.46152 -0.52690 0.96774
C 2.06142 -1.67759 1.30983
N -0.88162 0.76130 -1.75011
H -1.06908 -0.05846 1.58056
H -0.85487 -1.09066 -0.80038
H 1.72825 0.68825 -0.74191
H 1.55137 -0.96050 -1.09337
H 1.16871 0.18656 1.72217
H 1.91290 -2.56716 0.69110
H 2.99867 -1.77654 1.86421
H -0.64161 1.74153 -1.55253
H -1.88799 0.72152 -1.91666
H -0.27147 0.64029 -2.56197

Löwdin charges in e: 0.11, -0.18, -0.22, -0.15, -0.18, 0.04, 0.22, 0.14, 0.17, 0.14, 0.13, 0.10, 0.07, 0.08, 0.18, 0.17, 0.18



According to the calculations, the structures order from most to least stable as iii, i, ii.



i:
The following is a DFT calculation (wB97M-V/def2-TZVPD) of C4H4O2 in the gas phase.

Summary:
SMILES ... C#CC(=O)CO
LUMO energy ... -0.065 eV
Highest occupied orbital energy ... -10.672 eV
HOMO-LUMO gap ... 10.6 eV

Cartesian coordinates (Å):
O 1.81217 0.05203 1.44962
C 0.58274 -0.37405 0.95313
C 0.41890 0.03678 -0.49872
O 1.38183 0.39981 -1.14480
C -0.91958 -0.01576 -1.06239
C -2.04535 -0.00146 -1.49034
H 2.34168 0.29962 0.67255
H -0.24112 0.04041 1.54839
H 0.48131 -1.47362 0.98661
H -3.03958 0.02132 -1.88289

Löwdin charges in e: -0.04, -0.21, -0.39, 0.11, -0.03, 0.16, 0.08, 0.13, 0.14, 0.04



ii:
The following is a DFT calculation (wB97M-V/def2-TZVPD) of C4H4O2 in the gas phase.

Summary:
SMILES ... O=C1C[C@H]2O[C@@H]12
LUMO energy ... 0.882 eV
Highest occupied orbital energy ... -9.690 eV
HOMO-LUMO gap ... 10.6 eV

Cartesian coordinates (Å):
O -0.37122 2.29464 -0.27422
C -0.19085 1.11794 -0.13666
C -1.03471 -0.15661 0.03337
C 0.22516 -0.97477 -0.21418
O 1.09209 -0.39686 -1.22278
C 1.03610 0.20202 0.05503
H -2.03270 -0.56251 -0.11271
H -1.00742 0.29262 1.07858
H 0.44500 -2.01347 0.02276
H 1.83854 0.19699 0.77080

Löwdin charges in e: 0.12, -0.34, -0.01, -0.20, 0.03, -0.18, 0.11, 0.15, 0.15, 0.15



iii:
The following is a DFT calculation (wB97M-V/def2-TZVPD) of C4H4O2 in the gas phase.

Summary:
SMILES ... C#CCC(=O)O
LUMO energy ... 0.060 eV
Highest occupied orbital energy ... -9.371 eV
HOMO-LUMO gap ... 9.4 eV

Cartesian coordinates (Å):
C 0.53268 -0.84631 -0.75974
C 0.71258 -0.09021 0.50571
O 0.52726 -0.03827 -1.70492
O -0.24549 -1.92242 -0.84667
C -0.35778 0.99755 -0.03309
C -1.26747 1.79853 0.13780
H -0.43985 -2.25529 0.03917
H 1.63210 0.49496 0.49894
H 0.64724 -0.67166 1.42451
H -1.74127 2.53313 0.73829

Löwdin charges in e: -0.52, -0.03, 0.04, 0.15, -0.11, 0.10, 0.12, 0.12, 0.11, 0.02



iv:
The following is a DFT calculation (wB97M-V/def2-TZVPD) of a molecular structure, C4H4O2.

Summary:
LUMO energy ... 0.497 eV
Highest occupied orbital energy ... -9.098 eV
HOMO-LUMO gap ... 9.6 eV

Cartesian coordinates (Å):
O -0.94617 1.61114 0.32932
C -0.34960 0.50001 0.87246
C -0.40699 -0.69366 -0.06578
O -0.61529 -0.34218 -1.33196
C 1.10785 0.16755 0.53683
C 1.10317 -0.39878 -0.64104
H -1.04330 1.39598 -0.62219
H -0.59352 0.39417 1.92624
H -0.58358 -1.71112 0.29045
H 1.65098 -0.99976 -1.34868

Löwdin charges in e: 0.01, -0.32, -0.32, -0.07, 0.11, 0.05, 0.10, 0.14, 0.16, 0.13



According to the calculations, the structures order from most to least stable as i, ii, iii, iv.



i:
The following is a DFT calculation (wB97M-V/def2-TZVPD) of C4H4O2 in the gas phase.

Summary:
SMILES ... C#CCOC=O
LUMO energy ... 0.898 eV
Highest occupied orbital energy ... -10.547 eV
HOMO-LUMO gap ... 11.4 eV

Cartesian coordinates (Å):
O -2.46892 0.27725 -0.65073
C -1.83407 -0.42287 0.09113
O -0.69519 -0.10450 0.72795
C 0.18469 0.84076 0.09465
C 1.43482 0.10546 -0.12769
C 2.32083 -0.70775 -0.18172
H -2.10729 -1.45387 0.34523
H -0.27461 1.18407 -0.83702
H 0.31661 1.69172 0.76863
H 3.12313 -1.41027 -0.23042

Löwdin charges in e: 0.08, -0.34, -0.03, -0.18, -0.09, 0.13, 0.15, 0.12, 0.13, 0.03



ii:
The following is a DFT calculation (wB97M-V/def2-TZVPD) of C4H4O2 in the gas phase.

Summary:
SMILES ... O=COC1C=C1
LUMO energy ... 1.055 eV
Highest occupied orbital energy ... -9.882 eV
HOMO-LUMO gap ... 10.9 eV

Cartesian coordinates (Å):
C -0.80570 -0.13641 1.08518
C 0.33255 -0.61004 1.44320
C 0.38729 0.98095 -1.37132
C -0.14280 -0.94886 0.03579
O -0.49623 1.78185 -1.25651
O 0.60436 -0.20493 -0.89614
H -1.77832 0.21180 1.12282
H 1.21907 -0.51616 2.01092
H 1.33083 1.29705 -1.97342
H -0.65105 -1.85525 -0.20053

Löwdin charges in e: 0.01, 0.06, -0.40, -0.24, 0.07, 0.01, 0.09, 0.10, 0.16, 0.13



According to the calculations, the structures order from most to least stable as i, ii.